Record 1
Formula: C4H14N3O
Source: OMol25
Level of theory: ωB97M-V/def2-TZVPD

Computed properties:
LUMO energy	-3.02	eV
frontier orbital gap	9.75	eV
highest occupied orbital energy	-12.76	eV
calculated total energy	-10885.0164	eV
net charge	+1

Each line ends with the Löwdin charge.
Cartesian coordinates (Å):
C  0.21212  2.05115  -1.05628  -0.256
C  -0.98549  1.51134  -0.40266  -0.136
C  -1.03419  -0.08828  -0.80947  -0.175
N  -0.52474  -2.95012  0.35600  0.107
C  0.38968  -1.98432  -0.08042  -0.307
N  0.18288  -0.85578  -0.59079  -0.025
N  1.22745  1.81492  -0.10269  0.123
H  0.26494  3.11451  -1.44371  0.158
H  0.44742  1.67925  -2.04443  0.135
H  -1.81533  2.00395  -0.84731  0.109
H  -1.07566  1.40942  0.65817  0.088
H  -1.28027  -0.24318  -1.84396  0.107
H  -1.91954  -0.46410  -0.20396  0.125
H  0.08282  -3.78344  0.59964  0.124
H  -1.47056  -3.11321  0.13667  0.079
H  1.45848  -2.29558  0.04617  0.141
H  2.19598  1.93305  -0.65256  0.239
H  1.19393  0.87944  0.26552  0.075
H  1.14583  2.42976  0.80253  0.223
H  0.32282  -0.68339  1.80318  -0.013
H  0.10576  0.41089  2.99902  0.133
O  0.33144  0.21502  2.02255  -0.054

=====

Record 2
Formula: C17H20FNO4S
Source: OMol25
Level of theory: ωB97M-V/def2-TZVPD

Computed properties:
LUMO energy	-0.48	eV
frontier orbital gap	7.60	eV
SMILES	CCCCOCCOc1nc(-c2ccc(C(=O)O)c(F)c2)sc1C
highest occupied orbital energy	-8.08	eV
calculated total energy	-41186.5747	eV
net charge	0

Each line ends with the Löwdin charge.
Cartesian coordinates (Å):
C  5.94793  3.08100  1.68068  -0.117
C  5.36943  1.79268  1.11068  -0.271
C  5.32960  1.81349  -0.41648  -0.192
C  4.74035  0.52536  -0.97968  -0.238
O  3.36571  0.46976  -0.65596  -0.145
C  2.79049  -0.78432  -0.91277  -0.197
C  1.30256  -0.71065  -0.58734  -0.154
O  0.84130  -2.03866  -0.40285  -0.019
C  -0.47967  -2.17269  -0.17436  -0.395
N  -1.33334  -1.13817  -0.25578  0.132
C  -2.55858  -1.48601  -0.00711  -0.509
C  -3.68285  -0.58714  -0.03150  -0.208
C  -3.49263  0.75619  -0.38109  -0.005
C  -4.56317  1.61715  -0.41642  0.009
C  -5.85745  1.18617  -0.10954  -0.060
C  -6.95138  2.18296  -0.18154  -0.483
O  -6.77149  3.35284  -0.41368  0.107
O  -8.16809  1.67360  0.02554  0.126
C  -6.02918  -0.15311  0.24539  -0.200
F  -7.23833  -0.63308  0.56853  0.091
C  -4.96580  -1.03220  0.28557  0.032
S  -2.73452  -3.19220  0.35942  1.126
C  -1.03514  -3.39093  0.15565  -0.499
C  -0.33480  -4.68947  0.31385  -0.088
H  6.96291  3.23556  1.32191  0.069
H  5.97083  3.04021  2.76749  0.067
H  5.34534  3.93578  1.38148  0.071
H  5.97508  0.94591  1.44230  0.109
H  4.35482  1.64652  1.48266  0.107
H  6.33784  1.93930  -0.81396  0.116
H  4.71709  2.64966  -0.75417  0.118
H  4.86481  0.48953  -2.07363  0.125
H  5.26035  -0.34515  -0.55081  0.125
H  2.94076  -1.07764  -1.96305  0.132
H  3.25141  -1.55756  -0.27586  0.133
H  0.74227  -0.22165  -1.39135  0.129
H  1.16360  -0.12955  0.33141  0.136
H  -2.49620  1.09071  -0.62024  0.114
H  -4.43577  2.65491  -0.68610  0.125
H  -8.83887  2.37048  -0.03479  0.138
H  -5.14226  -2.05893  0.56581  0.102
H  -0.65380  -5.19185  1.22576  0.076
H  -0.54736  -5.35111  -0.52728  0.082
H  0.73624  -4.50771  0.35325  0.081

=====

Record 3
Formula: C7H14O
Source: OMol25
Level of theory: ωB97M-V/def2-TZVPD

Computed properties:
LUMO energy	-0.29	eV
frontier orbital gap	8.44	eV
highest occupied orbital energy	-8.74	eV
calculated total energy	-9519.8797	eV
net charge	0

Each line ends with the Löwdin charge.
Cartesian coordinates (Å):
C  -1.80388  -1.53953  1.28145  -0.150
C  -0.28460  -1.43557  0.69323  -0.235
C  0.34340  -0.47785  0.08332  -0.379
C  1.96111  -0.84843  -0.17876  -0.059
C  -0.00886  0.87852  -0.42432  -0.675
C  -0.86892  0.73068  -1.67167  -0.080
C  0.03353  1.55485  1.06227  -0.060
H  -1.40789  -1.04102  2.39538  0.127
H  -2.63353  -0.95703  0.42296  0.110
H  -2.30064  -2.67136  1.30041  0.085
H  0.11986  -2.60054  0.87603  0.150
H  2.47637  -1.90219  0.01516  0.100
H  2.18631  -0.89461  -1.26667  0.056
H  2.59279  -0.07982  0.33924  0.063
H  -1.40068  1.85940  -1.65522  0.119
H  0.04535  0.73695  -2.62589  0.141
H  -1.73753  -0.30773  -1.72561  0.171
H  0.78221  2.75614  0.90454  0.164
H  -1.21699  1.86547  1.28517  0.130
H  0.97404  0.71247  1.66913  0.193
H  0.84423  2.15266  -2.03918  0.302
O  1.30433  1.50857  -0.74095  -0.272

=====

Record 4
Formula: C2H5O2S
Source: OMol25
Level of theory: ωB97M-V/def2-TZVPD

Computed properties:
LUMO energy	4.05	eV
frontier orbital gap	7.56	eV
highest occupied orbital energy	-3.51	eV
calculated total energy	-17086.1052	eV
net charge	-1

Each line ends with the Löwdin charge.
Cartesian coordinates (Å):
C  1.10259  0.62119  1.34418  -0.645
S  -0.69562  0.95531  1.18881  0.289
H  1.52125  1.06050  0.44162  -0.021
H  1.35300  -0.48527  1.32106  0.003
H  1.60165  0.97281  2.32212  0.016
O  -0.81175  -1.66280  -2.57888  -0.087
C  -0.93833  -1.01037  -1.48753  -0.436
O  -1.64886  0.08552  -1.31397  -0.120
H  -0.31554  -1.29850  -0.71974  0.070
H  -1.16840  0.76161  -0.51767  -0.070

=====

What is the calculated total energy in the fourth record? -17086.1052 eV

=====

Which value of LUMO energy does entry 2 give? -0.48 eV